C48H52N8O2PSW as an isolated structure, computed with ωB97M-V/def2-TZVPD.

Values from the calculation:
LUMO energy (alpha / beta)	-2.8 / -3.0	eV
HOMO (alpha / beta)	-0.305 / -0.358	Ha
net charge	+1
energy	-3255.1724	Ha
ΔE to the lowest compared entry with this formula, charge and spin	0.00	kJ/mol
molar mass	1019.879	g mol⁻¹
gap between HOMO and LUMO (alpha / beta)	5.463 / 6.701	eV
spin multiplicity	3

Atoms and positions in Å:
1 W 0.22922 -0.94754 0.25423
2 C -2.21894 -4.75722 0.25879
3 N -1.10383 -3.84509 0.26821
4 C 0.20661 -4.38443 0.30644
5 C 1.26975 -3.75942 -0.24780
6 N 1.35577 -2.41754 -0.59222
7 C -1.28293 -2.55204 0.09252
8 S -2.88199 -2.10040 -0.47352
9 C 2.23733 -2.31239 -1.70916
10 C 3.58359 -1.98852 -1.63830
11 C 4.29486 -1.85824 -2.86545
12 C 3.60193 -2.08528 -4.10295
13 C 2.28596 -2.39275 -4.03607
14 N 1.66634 -2.55622 -2.85067
15 H -2.07052 -5.78887 0.56649
16 H -2.72171 -4.82886 -0.73361
17 H -2.92425 -4.33117 0.92076
18 H 0.27175 -5.42266 0.71950
19 H 2.19288 -4.36573 -0.31047
20 H 4.08547 -1.94948 -0.67342
21 H 5.34579 -1.58647 -2.85716
22 H 4.19561 -1.94682 -4.96642
23 H 1.73652 -2.57431 -4.94472
24 N -1.20707 -0.08524 -0.80384
25 C -2.46097 -0.37478 -0.62725
26 N -3.51408 0.44246 -0.81486
27 C -3.27330 1.89059 -0.96810
28 C -4.14710 2.58276 -2.01783
29 C -5.67292 2.28166 -1.71219
30 C -5.86210 0.77639 -1.70326
31 C -4.91293 0.05618 -0.76806
32 H -2.26358 1.99408 -1.21257
33 H -3.37310 2.38816 -0.04065
34 H -3.85284 2.27225 -2.98861
35 H -3.94279 3.66743 -2.04368
36 H -6.32791 2.73383 -2.45050
37 H -5.85574 2.64557 -0.71824
38 H -5.69820 0.33390 -2.73754
39 H -6.87216 0.46273 -1.39650
40 H -5.07202 -0.99226 -0.96091
41 H -5.23522 0.25521 0.22037
42 C 0.47508 0.58401 1.64335
43 C 0.43343 1.21969 2.65218
44 C 0.54899 2.02031 3.78540
45 C 1.79312 2.03462 4.56438
46 C 2.22816 3.00803 5.53345
47 C 3.50843 2.98896 6.10549
48 C 4.45983 2.05204 5.64681
49 C 4.05951 1.11714 4.67215
50 C 2.74957 1.11205 4.27454
51 C -0.57390 2.94970 4.04179
52 C -1.14528 3.21235 5.30211
53 C -2.32623 3.92733 5.52429
54 C -3.11103 4.33467 4.43095
55 C -2.73703 3.89537 3.16724
56 C -1.51641 3.23968 2.95658
57 H 1.62675 3.86856 5.78577
58 H 3.81646 3.79873 6.70531
59 H 5.55110 2.16117 5.98905
60 H 4.72183 0.37051 4.22111
61 H 2.46246 0.41750 3.49486
62 H -0.62449 2.95672 6.25491
63 H -2.62175 4.24517 6.52316
64 H -4.03376 4.85745 4.48649
65 H -3.37547 4.03903 2.29892
66 H -1.28976 2.86029 1.99383
67 C 2.56157 1.63995 -2.87824
68 P 1.79759 1.69867 -1.23264
69 C 0.37905 2.72980 -1.34419
70 C 2.89857 2.53319 -0.14758
71 O 1.51017 0.25328 -0.74542
72 H 2.67727 2.66093 -3.21612
73 H 1.84811 1.19380 -3.60579
74 H 3.59625 1.28007 -2.88985
75 H -0.46135 2.23905 -1.79698
76 H 0.61329 3.56642 -1.96990
77 H 0.19010 3.00132 -0.32086
78 H 3.17171 3.48500 -0.59108
79 H 3.81729 1.94871 0.01699
80 H 2.39535 2.74056 0.92474
81 C -1.76746 2.18323 -6.76715
82 N -1.36352 0.86442 -6.22775
83 C -1.78939 -0.28089 -6.83401
84 C -1.83151 -1.47835 -6.20690
85 C -1.18873 -1.52473 -4.94143
86 N -0.68322 -0.45509 -4.40256
87 C -0.79605 0.78776 -4.90677
88 O -0.22726 1.77429 -4.40284
89 N -1.01115 -2.71794 -4.30401
90 H -0.81576 2.85129 -6.69361
91 H -2.59402 2.56481 -6.20117
92 H -2.01593 1.94479 -7.79407
93 H -2.24138 -0.18188 -7.80925
94 H -2.33337 -2.31879 -6.65369
95 H -1.39596 -3.56862 -4.65248
96 H -0.40243 -2.71927 -3.55055
97 C 4.53505 -3.08586 3.25100
98 C 4.33718 -2.14310 2.23945
99 C 3.06383 -1.73038 1.80761
100 C 1.94167 -2.29209 2.44955
101 C 0.57310 -1.95252 2.08280
102 C -0.39793 -2.47428 2.90781
103 C -0.23948 -3.36021 4.01325
104 C 1.06012 -3.74623 4.21268
105 C 2.12723 -3.26174 3.48706
106 C 3.46032 -3.65721 3.85850
107 H 5.52436 -3.33562 3.53504
108 H 5.19825 -1.69282 1.73933
109 H 2.93937 -1.01526 1.02966
110 H -1.39480 -2.25074 2.62098
111 H -1.01546 -3.73789 4.61130
112 H 1.22436 -4.50670 4.97675
113 H 3.63420 -4.30372 4.62747

Results of the Löwdin charge analysis, in e, for atoms 1 through 8: atom 1 (W): 1.578, atom 2 (C): -0.071, atom 3 (N): -0.208, atom 4 (C): -0.058, atom 5 (C): -0.128, atom 6 (N): -0.134, atom 7 (C): -0.498, atom 8 (S): 1.061

=====

An isolated ion of composition C48H53N3P and charge +1, computed with ωB97M-V/def2-TZVPD.

Values from the calculation:
LUMO energy	-1.9	eV
HOMO	-0.331	Ha
net charge	+1
energy	-2366.2470	Ha
molar mass	702.947	g mol⁻¹
gap between HOMO and LUMO	7.066	eV

Atoms and positions in Å:
1 C -6.86306 2.28663 1.19781
2 C -5.39714 2.09922 0.94257
3 C -4.98115 1.27687 -0.10694
4 C -3.63600 1.17733 -0.44467
5 C -2.63754 1.72501 0.39168
6 P -0.88233 1.65283 -0.08704
7 C -0.77606 2.56497 -1.63708
8 C 0.47126 2.69304 -2.28233
9 C 0.61861 3.58927 -3.33937
10 C -0.45331 4.38040 -3.76327
11 C -0.24020 5.41510 -4.82643
12 C -1.69958 4.21544 -3.15723
13 C -1.87658 3.30371 -2.12262
14 C -0.03353 2.67719 1.14054
15 C 0.17422 2.22222 2.46010
16 C 0.58857 3.10889 3.45206
17 C 0.75034 4.47076 3.17629
18 C 1.05794 5.44704 4.27275
19 C 0.58185 4.91187 1.86416
20 C 0.24028 4.03007 0.84584
21 C -3.06967 2.50934 1.48945
22 C -4.42552 2.73797 1.71659
23 H -7.00929 3.07999 1.93445
24 H -7.40858 2.55115 0.28183
25 H -7.31642 1.36857 1.59305
26 H -5.72019 0.73649 -0.70318
27 H -3.36118 0.66456 -1.36684
28 H 1.32523 2.10714 -1.94158
29 H 1.58822 3.69724 -3.82452
30 H -1.18780 5.89934 -5.06959
31 H 0.46808 6.18935 -4.50568
32 H 0.16040 4.96771 -5.74202
33 H -2.53565 4.83157 -3.49655
34 H -2.87586 3.18071 -1.70392
35 H 0.00953 1.16560 2.69872
36 H 0.76097 2.74335 4.46569
37 H 1.14346 6.44936 3.84572
38 H 0.27414 5.47078 5.04146
39 H 2.00335 5.19794 4.76729
40 H 0.70510 5.97494 1.65494
41 H 0.17816 4.41193 -0.17415
42 H -2.35385 2.97581 2.16875
43 H -4.75243 3.42342 2.49910
44 C -2.31347 -2.84605 -5.77083
45 N -2.93173 -2.56800 -4.49396
46 C -4.37548 -2.55448 -4.57494
47 C -2.22321 -2.12523 -3.41551
48 C -2.86501 -1.86205 -2.16407
49 C -2.14171 -1.31202 -1.11388
50 C -0.82793 -0.86323 -1.31784
51 C -0.11637 0.01014 -0.26513
52 C 1.39088 0.05386 -0.42495
53 C 2.34992 -0.14035 0.52861
54 C 3.79363 0.04448 0.20317
55 C 4.23733 0.40555 -1.08901
56 C 5.58014 0.62320 -1.37544
57 C 6.55852 0.62717 -0.34114
58 N 7.86234 0.97273 -0.57650
59 C 8.74016 1.46566 0.45957
60 C 8.54640 0.72224 -1.82698
61 C 6.12857 0.24958 0.95823
62 C 4.82482 -0.19386 1.15153
63 C 1.96816 -0.51841 1.91642
64 C 0.95716 -1.47549 2.16462
65 C 0.45464 -1.65892 3.44831
66 C 1.22405 -1.22151 4.55819
67 N 0.84437 -1.54412 5.83735
68 C 1.80101 -1.74566 6.90674
69 C -0.54537 -1.59484 6.23356
70 C 2.39410 -0.45948 4.31455
71 C 2.60425 0.04741 3.04285
72 C -0.14880 -1.30702 -2.45833
73 C -0.81001 -1.98904 -3.47284
74 H -1.38320 -3.40769 -5.67602
75 H -3.01671 -3.46358 -6.33315
76 H -2.12923 -1.94095 -6.36582
77 H -4.87149 -2.41609 -3.61019
78 H -4.70251 -1.77165 -5.28303
79 H -4.69377 -3.50923 -4.99344
80 H -3.91426 -2.13124 -2.01396
81 H -2.62268 -1.21967 -0.13522
82 H -0.41952 -0.39708 0.72035
83 H 1.72601 0.19793 -1.45183
84 H 3.53104 0.53539 -1.89775
85 H 5.86855 0.87748 -2.39680
86 H 8.18060 1.79418 1.33701
87 H 9.46503 0.69404 0.75968
88 H 9.31442 2.31419 0.06674
89 H 7.88304 0.20237 -2.52470
90 H 8.89357 1.66904 -2.26742
91 H 9.44551 0.10890 -1.62924
92 H 6.83287 0.26929 1.78432
93 H 4.58710 -0.73150 2.07020
94 H 0.56121 -2.09153 1.34898
95 H -0.46162 -2.21430 3.62710
96 H 2.80584 -1.80259 6.47860
97 H 1.75559 -0.91929 7.63565
98 H 1.57146 -2.68592 7.43715
99 H -1.18471 -1.26758 5.40417
100 H -0.84337 -2.61453 6.52966
101 H -0.71346 -0.92409 7.09367
102 H 3.07721 -0.20344 5.12685
103 H 3.29758 0.87656 2.90126
104 H 0.92508 -1.14543 -2.55318
105 H -0.23230 -2.38657 -4.31559

Results of the Löwdin charge analysis, in e, for atoms 1 through 8: atom 1 (C): -0.043, atom 2 (C): -0.263, atom 3 (C): -0.024, atom 4 (C): -0.105, atom 5 (C): -0.270, atom 6 (P): 1.165, atom 7 (C): -0.290, atom 8 (C): -0.056